Record 1
{
  "formula": "C40H107N5O21",
  "method": "the ωB97M-V functional and the def2-TZVPD basis",
  "e_homo_ev": -8.69,
  "largest_force_ha_per_bohr": 0.0984,
  "spin_multiplicity": 1,
  "charge": 0,
  "de_lowest_kj_mol": 294.0,
  "gap_ev": 8.93,
  "lumo_ev": 0.24,
  "species": ["C", "O", "C", "C", "N", "C", "C", "O", "C", "H", "H", "H", "H", "H", "H", "H", "H", "H", "H", "H", "H", "H", "H", "H", "C", "O", "C", "C", "N", "C", "C", "O", "C", "H", "H", "H", "H", "H", "H", "H", "H", "H", "H", "H", "H", "H", "H", "H", "C", "O", "C", "C", "N", "C", "C", "O", "C", "H", "H", "H", "H", "H", "H", "H", "H", "H", "H", "H", "H", "H", "H", "H", "C", "O", "C", "C", "N", "C", "C", "O", "C", "H", "H", "H", "H", "H", "H", "H", "H", "H", "H", "H", "H", "H", "H", "H", "C", "O", "C", "C", "N", "C", "C", "O", "C", "H", "H", "H", "H", "H", "H", "H", "H", "H", "H", "H", "H", "H", "H", "H", "O", "C", "C", "O", "H", "H", "H", "H", "H", "H", "O", "C", "C", "O", "H", "H", "H", "H", "H", "H", "O", "C", "C", "O", "H", "H", "H", "H", "H", "H", "O", "C", "C", "O", "H", "H", "H", "H", "H", "H", "O", "C", "C", "O", "H", "H", "H", "H", "H", "H", "O", "H", "H"],
  "coordinates": [[-1.881, -2.271, 3.729], [-0.801, -2.255, 2.828], [-0.390, -0.946, 2.456], [0.471, -0.883, 1.172], [0.832, 0.542, 0.816], [1.311, 0.735, -0.557], [1.782, 2.107, -0.807], [3.072, 2.279, -0.208], [3.710, 3.604, -0.224], [-2.338, -3.260, 3.702], [-2.762, -1.701, 3.435], [-1.624, -1.908, 4.724], [-0.006, -0.372, 3.300], [-1.293, -0.367, 2.263], [-0.190, -1.268, 0.394], [1.323, -1.563, 1.171], [1.635, 0.847, 1.346], [0.333, 0.760, -1.038], [1.855, -0.060, -1.068], [1.090, 2.869, -0.450], [1.838, 2.327, -1.874], [3.866, 3.718, -1.297], [4.683, 3.545, 0.262], [2.958, 4.282, 0.181], [8.010, 8.049, -3.484], [6.983, 7.557, -2.545], [7.271, 6.259, -1.941], [7.514, 5.180, -2.979], [6.854, 3.859, -2.585], [7.030, 2.821, -3.651], [6.110, 1.679, -3.325], [6.339, 1.162, -2.027], [5.470, 0.142, -1.823], [7.526, 7.949, -4.456], [8.922, 7.452, -3.494], [8.244, 9.092, -3.269], [6.463, 5.837, -1.344], [8.054, 6.360, -1.189], [8.597, 5.158, -3.105], [7.034, 5.488, -3.907], [7.241, 3.392, -1.778], [8.071, 2.497, -3.637], [6.916, 3.090, -4.701], [6.213, 0.899, -4.079], [5.178, 2.214, -3.507], [5.965, -0.826, -1.907], [4.396, 0.169, -2.008], [5.548, 0.040, -0.740], [-1.768, 8.838, -0.779], [-0.466, 9.246, -0.265], [0.563, 8.258, -0.515], [0.608, 7.754, -1.937], [1.736, 6.824, -2.131], [2.975, 7.544, -2.501], [3.789, 6.385, -3.221], [3.146, 5.735, -4.293], [3.795, 4.469, -4.614], [-2.139, 7.930, -0.304], [-1.806, 8.672, -1.856], [-2.347, 9.706, -0.463], [0.417, 7.447, 0.199], [1.391, 8.922, -0.269], [0.528, 8.631, -2.579], [-0.305, 7.189, -2.125], [1.412, 6.083, -2.736], [3.522, 7.970, -1.660], [2.823, 8.404, -3.153], [4.266, 5.743, -2.480], [4.653, 6.851, -3.695], [4.868, 4.555, -4.788], [3.386, 4.239, -5.598], [3.564, 3.676, -3.904], [1.111, 1.675, -4.829], [1.628, 0.367, -4.454], [1.939, -0.574, -5.536], [2.941, -1.723, -5.066], [2.302, -2.553, -4.005], [1.408, -3.476, -4.619], [1.092, -4.755, -3.822], [0.639, -4.509, -2.427], [0.194, -5.707, -1.718], [1.813, 2.302, -5.378], [0.691, 2.302, -4.042], [0.321, 1.554, -5.570], [2.522, -0.061, -6.301], [1.060, -1.025, -5.997], [3.887, -1.310, -4.714], [3.199, -2.281, -5.966], [1.735, -1.828, -3.590], [1.857, -3.797, -5.559], [0.503, -2.950, -4.923], [1.863, -5.524, -3.783], [0.276, -5.215, -4.379], [0.632, -6.640, -2.072], [-0.865, -5.955, -1.785], [0.399, -5.589, -0.654], [-10.952, -1.681, 4.276], [-9.910, -2.196, 5.061], [-9.479, -3.465, 4.672], [-8.611, -4.015, 5.835], [-7.362, -3.354, 6.034], [-6.823, -3.749, 7.387], [-5.258, -3.483, 7.535], [-4.549, -4.423, 6.776], [-3.171, -4.300, 6.819], [-11.888, -2.104, 4.640], [-10.961, -1.810, 3.193], [-11.089, -0.634, 4.547], [-8.901, -3.440, 3.748], [-10.422, -4.005, 4.581], [-8.438, -5.091, 5.822], [-9.133, -3.849, 6.777], [-7.497, -2.359, 5.927], [-7.097, -4.752, 7.715], [-7.308, -3.085, 8.103], [-5.115, -3.614, 8.608], [-5.031, -2.431, 7.360], [-2.906, -3.448, 6.192], [-2.826, -5.241, 6.391], [-2.580, -4.384, 7.731], [-3.512, -0.078, -3.799], [-2.099, -0.038, -4.067], [-1.740, -1.067, -5.188], [-2.868, -1.451, -5.867], [-3.972, -0.618, -4.446], [-2.006, 1.022, -4.304], [-1.382, -0.092, -3.248], [-1.250, -1.950, -4.778], [-1.077, -0.646, -5.944], [-2.603, -1.937, -6.651], [3.093, -2.729, -0.988], [4.315, -3.400, -0.767], [4.679, -4.386, -1.928], [5.068, -3.819, -3.191], [2.405, -3.348, -1.243], [5.178, -2.735, -0.780], [4.415, -3.987, 0.146], [3.808, -5.041, -1.916], [5.590, -4.868, -1.574], [4.234, -3.393, -3.404], [-6.201, -4.471, 0.843], [-6.588, -4.509, 2.205], [-5.335, -4.298, 3.179], [-5.049, -5.399, 3.904], [-5.284, -4.725, 0.709], [-7.341, -3.729, 2.320], [-6.901, -5.547, 2.319], [-5.538, -3.590, 3.983], [-4.459, -3.958, 2.625], [-5.141, -5.175, 4.833], [-6.179, 1.388, 6.759], [-5.791, 0.067, 6.293], [-4.297, 0.069, 6.626], [-3.598, 1.121, 6.052], [-6.071, 1.408, 7.712], [-6.398, -0.601, 6.904], [-6.018, -0.008, 5.230], [-3.862, -0.865, 6.271], [-4.182, 0.110, 7.709], [-4.176, 1.855, 5.829], [-2.452, -6.402, 3.548], [-2.042, -5.890, 2.268], [-0.492, -5.564, 2.260], [0.185, -6.741, 2.616], [-3.371, -6.142, 3.644], [-2.365, -6.657, 1.563], [-2.532, -5.004, 1.864], [-0.250, -4.810, 3.009], [-0.151, -5.174, 1.301], [0.018, -6.845, 3.556], [7.296, 2.190, 0.244], [7.676, 1.382, 0.589], [6.739, 1.904, -0.480]],
  "forces_ev_per_angstrom": [[-0.6704, -0.1496, -0.3304], [0.3139, 0.0957, -0.3359], [-0.6379, 1.0077, -0.1838], [-0.2684, 0.6210, -0.0825], [0.9814, -1.1112, 0.8456], [-3.0994, -0.5034, -0.5091], [1.7859, 1.6735, 0.1445], [0.6258, -0.2730, 0.9268], [-1.7278, -2.0774, -1.3472], [0.6961, -0.4465, 0.5468], [0.1759, 0.8596, -0.5670], [0.2487, -0.3012, 0.2062], [0.8340, -0.3348, 0.2866], [-0.2895, 0.0850, -0.4788], [0.0063, 0.1215, -0.3005], [0.2380, 0.0326, 0.3142], [-0.0076, -0.2348, 0.8939], [-0.1126, -0.2714, -1.0222], [0.6343, -0.0880, 0.4745], [-0.2692, -0.0564, 0.5453], [0.2202, -0.3150, -0.4753], [0.2508, 1.0316, -0.0438], [-0.3853, -0.0179, 0.3099], [0.5535, 0.5539, 0.0691], [-1.4055, -0.9118, 0.5510], [0.9003, -0.6307, 0.3961], [-0.3448, 0.4781, -0.1124], [-0.1917, -1.1530, 0.8104], [0.3215, 0.9254, -2.2545], [1.5558, -0.0764, 1.1944], [0.6950, 1.1071, -1.2261], [-0.1990, 2.2477, -2.5696], [0.0618, -3.0219, 4.0572], [0.3387, 0.3007, -0.2435], [-0.0057, -0.0155, 0.2564], [-0.1338, -0.1144, 0.1122], [-0.8278, 0.9722, -0.1424], [0.5708, 0.0653, -0.3143], [0.1747, -0.7083, -0.5003], [0.0593, -0.0552, -0.0371], [0.3892, 0.6632, 0.4511], [0.3815, -0.2996, 0.0970], [-0.6712, 0.7283, 0.1812], [-0.0030, -0.3004, 0.0269], [-0.9561, -0.7975, 0.8673], [-0.2745, -0.4106, -1.8436], [0.2594, 0.5031, -0.7875], [-0.9815, 0.2805, 0.7876], [0.8734, 1.0606, 1.0991], [-1.0814, -1.3545, -1.4066], [-0.6204, 1.5686, 0.7274], [-0.3396, -0.9088, 0.6176], [-0.8096, 2.3438, 0.8497], [-0.3544, -3.1410, -1.4944], [1.9105, 2.4320, 0.1138], [-0.1622, -1.4914, 0.5281], [-0.9810, 1.2568, -0.7919], [0.0510, -0.1036, 0.2729], [0.1418, 0.3532, -0.0446], [-0.5778, -0.3391, -0.3962], [0.3661, -0.1988, 0.0216], [0.7823, -0.8799, 0.0121], [0.5615, 0.0774, -0.5294], [-0.0731, -0.1309, 0.0289], [0.8414, 0.2630, -0.4997], [0.0407, -0.6105, 0.2950], [-0.3559, -0.1034, -0.5022], [-0.6622, -0.5769, 0.1506], [0.3943, 0.3909, 0.1811], [0.1943, 0.2771, 0.4869], [-0.1599, -0.3369, 0.0891], [0.0291, 0.1388, 0.1868], [-0.0998, -0.8738, -1.5783], [-0.0732, -0.0723, -0.1831], [1.8153, 0.5313, 0.5660], [-1.2890, 1.2479, 0.3287], [1.3926, 1.0772, -0.7909], [-0.4625, -1.0742, 0.1137], [-1.2802, 0.0207, 1.0794], [0.1436, -0.8422, -0.8675], [0.1692, 0.2440, -0.3888], [0.7056, -0.2094, 0.2404], [0.3045, -0.7926, 0.6182], [-0.4168, -0.2331, 0.0508], [-0.2704, 0.3661, -0.2899], [-0.2468, 0.1957, 0.1974], [-0.1602, 0.2978, 0.2344], [-0.1867, -0.3171, 0.0583], [-0.0108, -0.2180, 1.1644], [0.0120, -0.4230, -0.0255], [-0.4708, -0.3819, 0.1377], [0.5603, 0.4006, -0.0516], [-0.3175, -0.1931, 0.0544], [0.7628, 0.1944, -0.1309], [-0.4056, 0.7953, -0.3720], [0.2815, 0.1488, -0.2141], [-1.3217, 0.4713, 1.0242], [0.8889, 1.3246, -0.3320], [0.2123, -0.6512, 1.3016], [-1.2241, -0.0410, 0.2746], [1.8201, -1.0518, 0.0303], [1.2218, 2.2872, -1.0061], [-2.6480, -0.7773, 0.6301], [-1.1968, 0.1487, 0.8163], [1.2802, -1.0863, -1.3220], [-0.3148, -0.5040, -0.1300], [0.7771, -0.1005, -0.0548], [0.4749, 0.1560, -0.3331], [-0.1332, -0.0506, -0.2140], [0.3282, -0.9946, -0.3444], [-0.0874, -0.1098, -0.6300], [-1.1209, -0.1303, 0.0134], [0.1300, 0.1341, 0.4478], [0.1855, -0.1666, -0.6677], [-0.0013, 0.0803, 0.4878], [0.5375, -0.2622, 0.2442], [0.2100, -0.0303, -0.6444], [0.6257, 0.0351, 0.2042], [0.1890, 0.2158, -0.8959], [-0.8597, 0.8893, 0.9427], [0.6201, -0.3624, 1.4081], [-1.0093, 0.6852, -1.3911], [1.4177, 0.9693, 0.6260], [-1.8977, -0.5153, -0.7958], [0.3123, -0.2268, -0.2238], [0.6759, 0.0095, -1.0758], [-0.6589, -0.9161, 0.6894], [0.0830, 0.0231, 0.4180], [0.5401, 0.4272, 0.3784], [-0.1828, -0.0210, 0.0082], [0.6679, 0.5079, 0.6665], [1.0989, -0.6045, -2.0155], [0.8635, 0.6130, 1.3891], [-1.1862, -0.3567, 1.3519], [-0.1536, -0.3376, -0.1787], [-0.4716, 0.8233, 0.2945], [-0.5948, -0.0068, 0.3158], [0.1058, -0.6299, -0.8973], [-0.2516, -0.5962, 0.0201], [-0.4062, 0.7023, -0.8814], [-0.0576, 0.7695, -0.9168], [2.3450, -0.3915, 0.0698], [-1.9913, 2.1463, -0.6136], [0.8109, -3.1384, 0.9847], [0.0257, -0.0921, 0.2790], [-0.0802, -0.3590, 0.2049], [-0.7004, 0.2201, 0.9545], [-0.4194, 1.1158, -0.7787], [-0.0100, 0.0884, -0.4153], [0.0454, -0.1857, 0.4045], [-0.7722, 0.2210, -0.9576], [0.3771, 1.8441, 1.5224], [-0.4871, -1.2854, -0.4065], [0.6274, 0.1954, -0.6483], [0.0159, -0.0457, 0.0851], [0.3424, -0.7000, -0.3560], [0.0330, 0.0602, 0.1080], [0.3237, -0.0998, 0.0272], [-0.0838, -0.1447, 0.3205], [-0.3658, 0.0231, 0.2509], [0.8854, 1.0217, -0.5878], [1.0571, -0.0311, -0.3689], [-1.8446, -0.7242, 0.6815], [0.7798, -0.3406, -0.2418], [-0.6056, 0.0374, 0.3425], [0.8137, -0.2512, -0.4762], [-0.4823, 0.5322, 0.7943], [-0.4050, 0.3753, -0.0728], [-0.1152, -0.3048, -0.0520], [-0.0179, -0.2887, 0.0600], [0.2867, 0.5425, 0.6403], [0.1350, -0.1203, 0.1117], [-0.2877, -0.2171, -0.4907]]
}

Record 2
{
  "formula": "C5H17NO2",
  "method": "the ωB97M-V functional and the def2-TZVPD basis",
  "e_homo_ev": [-14.91, -14.90],
  "largest_force_ha_per_bohr": 0.1225,
  "s2": 0.75,
  "spin_multiplicity": 2,
  "charge": 1,
  "de_lowest_kj_mol": 218.6,
  "gap_ev": [11.90, 6.84],
  "lumo_ev": [-3.01, -8.06],
  "species": ["C", "C", "N", "C", "C", "C", "H", "H", "H", "H", "H", "H", "H", "H", "H", "H", "H", "H", "H", "H", "H", "O", "H", "H", "O"],
  "coordinates": [[-1.644, -0.465, -2.481], [-1.336, -0.741, -1.043], [0.081, -0.117, -0.963], [0.849, -1.542, 1.095], [0.669, -0.119, 0.428], [2.028, 0.594, 0.220], [-1.700, -1.424, -2.955], [-2.449, 0.202, -2.779], [-0.700, -0.031, -2.914], [-1.215, -1.889, -0.846], [-1.890, -0.276, -0.248], [0.800, -0.386, -1.604], [1.138, -2.330, 0.318], [0.079, -1.960, 1.599], [1.592, -1.341, 1.783], [0.032, 0.606, 1.117], [2.797, 0.699, 1.010], [1.855, 1.704, 0.003], [2.467, 0.142, -0.581], [-0.610, 3.705, -0.511], [0.494, 2.499, -0.651], [0.281, 3.382, -0.877], [-1.707, -0.710, 3.186], [-0.957, 0.392, 3.909], [-0.952, -0.594, 3.783]],
  "forces_ev_per_angstrom": [[0.7872, 0.1793, -1.5649], [2.8041, -0.1236, -0.5089], [-1.6494, -3.0293, 5.2726], [0.9582, 0.2543, -4.4614], [-0.1333, 2.7720, 0.9825], [-1.1132, 2.8972, 1.9327], [-0.6441, -0.3307, -0.6932], [-0.1605, -0.2094, 0.4440], [-1.2316, -0.1424, -0.0515], [-0.0091, 2.0651, -0.1079], [-0.3967, 0.1256, 0.1596], [0.2011, 0.0717, -1.3158], [0.1603, 1.2100, 0.9819], [-2.9451, -0.6694, 1.4418], [1.7954, 0.0169, 1.2774], [0.7952, -1.8225, -1.3891], [-0.8840, -0.8279, 0.0924], [0.2596, -1.5752, -0.0661], [1.6685, -1.0357, -2.3319], [2.1159, -1.2443, -0.6544], [-0.4141, -1.0882, 0.6323], [-1.9203, 2.4603, -0.0566], [0.0858, -0.2126, 0.3484], [0.1363, -1.3629, 0.1446], [-0.2661, 1.6217, -0.5084]]
}